No. 1
Density functional theory data (ωB97M-V with the def2-TZVPD basis set) for a cluster of 3 separate species, C16H36O8S in total in a non-equilibrium geometry.

Each line ends with the Löwdin charge.
CARTESIAN COORDINATES (ANGSTROEM)
O: -1.77 3.43 3.36  -0.268
S: -1.84 2.07 2.94  0.614
O: -1.02 1.13 3.64  -0.278
C: -1.38 1.94 1.22  -0.179
C: -2.12 0.86 0.39  -0.165
C: -2.91 -0.08 1.29  -0.279
C: -3.61 -1.19 0.50  -0.159
O: -3.28 -2.49 0.94  -0.083
C: -1.93 -2.84 0.82  -0.249
O: -1.32 -2.34 -0.33  -0.114
C: -1.54 -3.14 -1.50  -0.164
C: -1.58 -2.26 -2.72  -0.218
O: -0.26 -2.00 -3.18  -0.057
C: -3.92 0.82 2.00  -0.149
O: -3.33 1.55 3.10  -0.206
H: -1.47 2.92 0.76  0.106
H: -0.32 1.69 1.28  0.110
H: -2.84 1.37 -0.26  0.120
H: -1.41 0.34 -0.25  0.113
H: -2.26 -0.52 2.05  0.141
H: -4.69 -1.12 0.65  0.132
H: -3.44 -1.08 -0.57  0.115
H: -1.36 -2.46 1.68  0.137
H: -1.88 -3.93 0.84  0.140
H: -2.48 -3.69 -1.38  0.132
H: -0.69 -3.82 -1.60  0.126
H: -2.12 -2.80 -3.51  0.122
H: -2.11 -1.34 -2.49  0.115
H: -0.11 -1.06 -3.21  0.081
H: -4.31 1.55 1.29  0.135
H: -4.77 0.27 2.39  0.135
C: 2.08 7.31 4.24  -0.081
C: 3.11 6.36 4.81  -0.289
O: 2.72 5.74 6.02  -0.161
C: 1.54 4.94 5.96  -0.276
C: 1.62 3.78 4.98  -0.074
H: 1.82 8.08 4.96  0.080
H: 2.47 7.79 3.34  0.074
H: 1.15 6.80 3.96  0.065
H: 4.02 6.91 5.06  0.116
H: 3.39 5.60 4.07  0.105
H: 0.67 5.57 5.74  0.108
H: 1.41 4.56 6.97  0.118
H: 1.74 4.13 3.95  0.066
H: 0.70 3.20 5.03  0.065
H: 2.47 3.14 5.22  0.082
C: 0.94 -4.67 -4.63  -0.083
C: 2.11 -5.51 -5.10  -0.279
O: 2.45 -5.32 -6.46  -0.159
C: 2.82 -4.01 -6.83  -0.284
C: 4.04 -3.48 -6.09  -0.081
H: 0.06 -4.86 -5.25  0.086
H: 0.70 -4.90 -3.59  0.070
H: 1.15 -3.60 -4.68  0.053
H: 1.86 -6.57 -5.02  0.117
H: 2.98 -5.34 -4.46  0.108
H: 1.98 -3.32 -6.72  0.107
H: 3.04 -4.07 -7.90  0.117
H: 3.86 -3.38 -5.02  0.065
H: 4.30 -2.49 -6.47  0.075
H: 4.89 -4.14 -6.23  0.081

The LUMO energy comes out at 0.2 eV. The relative energy (zero: lowest compared OMol25 entry of this formula, charge and spin) comes out at 0.1561 eV. The molecular weight comes out at 388.52 g/mol. Its SMILES is O=S1(=O)CC[C@H](COCOCCO)CO1.CCOCC.CCOCC. For the HOMO energy, the calculation gives -9.35 eV. Its total energy is -1631.23741 hartree.

---

No. 2
Density functional theory data (ωB97M-V with the def2-TZVPD basis set) for a structure of composition C16H37AlBr4N.

Each line ends with the Löwdin charge.
CARTESIAN COORDINATES (ANGSTROEM)
C: -4.42 -0.37 1.11  -0.106
C: -4.67 1.13 1.25  -0.269
C: -3.41 1.90 1.65  -0.233
C: -2.75 1.36 2.90  -0.220
C: -1.72 2.31 3.52  -0.200
C: -0.57 2.73 2.60  -0.174
C: 0.77 1.94 2.68  -0.195
C: 1.04 1.13 3.94  -0.204
C: 0.53 -0.34 3.93  -0.206
C: 0.00 -0.87 2.61  -0.317
C: 1.08 -1.42 1.65  -0.309
Al: 0.56 -1.26 -0.32  0.216
C: -0.50 0.45 -0.71  -0.368
N: -0.48 0.76 -2.21  -0.101
H: -3.60 -0.56 0.43  0.069
H: -5.32 -0.85 0.73  0.064
H: -4.18 -0.82 2.07  0.066
H: -5.00 1.52 0.29  0.099
H: -5.45 1.33 1.98  0.097
H: -2.73 1.93 0.80  0.090
H: -3.69 2.94 1.85  0.110
H: -3.55 1.26 3.65  0.115
H: -2.34 0.37 2.76  0.083
H: -2.29 3.22 3.76  0.100
H: -1.40 1.90 4.46  0.092
H: -0.90 2.70 1.57  0.081
H: -0.35 3.78 2.79  0.096
H: 1.57 2.68 2.61  0.099
H: 0.88 1.35 1.78  0.075
H: 2.11 1.13 4.11  0.094
H: 0.63 1.65 4.80  0.087
H: 1.37 -0.98 4.21  0.094
H: -0.19 -0.47 4.74  0.090
H: -0.59 -0.13 2.07  0.047
H: -0.67 -1.70 2.83  0.099
H: 1.16 -2.49 1.84  0.025
H: 2.06 -1.00 1.89  0.034
H: -0.42 -2.50 -0.72  -0.100
H: 1.91 -1.35 -1.21  -0.115
H: -1.53 0.33 -0.39  0.006
H: -0.09 1.32 -0.19  0.017
H: -1.43 0.70 -2.56  0.031
H: -0.23 1.74 -2.31  0.026
Br: 1.48 -5.09 -2.47  0.595
C: 1.35 -4.71 -4.37  -0.707
C: 2.15 -3.50 -4.76  -0.711
Br: 1.26 -1.85 -4.23  0.630
H: 0.29 -4.61 -4.59  0.046
H: 1.74 -5.60 -4.87  0.048
H: 2.25 -3.44 -5.84  0.051
H: 3.13 -3.49 -4.31  0.002
Br: 5.66 1.84 -6.24  0.571
C: 4.09 0.94 -5.51  -0.696
C: 4.42 0.10 -4.31  -0.690
Br: 5.31 -1.55 -4.80  0.616
H: 3.66 0.36 -6.32  0.047
H: 3.40 1.74 -5.23  0.061
H: 3.50 -0.21 -3.80  0.002
H: 5.07 0.61 -3.60  0.052

The LUMO energy comes out at 2.4 eV. The molecular weight comes out at 590.08 g/mol. Its charge is -1. For the HOMO energy, the calculation gives -4.23 eV. Its total energy is -11225.07281 hartree.